Below is the molecule C5H6N2O, with properties calculated with the ωB97M-V functional and the def2-TZVPD basis.

Computed properties:
E_HOMO	-8.02	eV
frontier orbital gap	8.43	eV
SMILES string	[H]/N=c1\ccccn1O
total energy	-378.68038	Eh
largest force on an atom	7.239	eV/A
ΔE to the lowest compared entry with this formula, charge and spin	5.1855	eV
multiplicity	1

Each line ends with the natural charge from an NBO analysis.
Atoms and positions in Å:
H1 -0.31893 1.94619 2.25063  0.3501
N1 -0.41629 1.94418 1.08684  -0.7643
C1 -0.36724 0.68207 0.75574  0.3421
C2 -0.03238 -0.47741 1.46365  -0.3187
C3 0.11438 -1.73478 0.86053  -0.1435
C4 0.42073 -1.91119 -0.50489  -0.3648
C5 0.39134 -0.72115 -1.24350  0.0780
N2 -0.10950 0.34843 -0.61318  -0.0780
O1 -0.09322 1.35813 -1.73678  -0.5622
H2 -0.11546 -0.50285 2.62888  0.2205
H3 -0.15802 -2.47233 1.85878  0.2458
H4 1.03295 -2.78223 -0.85776  0.2410
H5 0.57334 -0.43266 -2.21027  0.2433
H6 0.25146 2.30527 -1.08085  0.5106